1.
ORCA calculation (the ωB97M-V functional and the def2-TZVPD basis) on C22H21Cl5FMnN3O5P as an isolated structure.

The geometry in XYZ format:
```
59
Properties=species:S:1:pos:R:3:lowdin_spin:R:1
Mn -0.5443 1.7642 -1.3601 4.674
C 0.8346 -2.8408 4.4757 0.000
C 2.1172 -2.4567 3.7540 0.000
C 2.9198 -3.6939 3.3807 0.000
C 4.2258 -3.2936 2.7179 0.000
C 3.9482 -2.4200 1.5273 0.000
C 4.8169 -2.3868 0.4606 0.001
C 4.5522 -1.5764 -0.6389 0.000
F 5.4272 -1.5794 -1.6540 0.000
C 3.4359 -0.7961 -0.7070 0.000
C 2.5340 -0.8168 0.3647 0.002
C 1.3418 0.0232 0.2829 0.008
O 1.1693 0.7243 -0.7469 0.051
C 0.4641 -0.0485 1.3997 0.002
C 0.7730 -0.8812 2.4457 0.001
N 1.8577 -1.6496 2.5276 0.003
C 2.7819 -1.6303 1.4816 0.001
C -0.8205 0.7197 1.5301 0.009
O -1.5774 0.4887 2.4652 0.009
O -1.0608 1.6140 0.6280 0.057
H 1.0865 -3.5548 5.2586 0.000
H 0.1299 -3.3205 3.7940 0.000
H 0.3429 -1.9979 4.9589 0.000
H 2.7292 -1.8308 4.4114 0.000
H 2.3223 -4.3220 2.7134 0.000
H 3.1119 -4.2684 4.2862 0.000
H 4.7992 -4.1680 2.4114 0.000
H 4.8451 -2.7463 3.4351 0.000
H 5.7144 -2.9931 0.4623 0.000
H 3.2330 -0.1708 -1.5640 0.000
H 0.0721 -0.9135 3.2657 0.000
Cl 0.5911 2.8326 -3.4979 0.039
C -0.2557 1.4155 -4.1313 0.016
C -1.0193 0.7105 -3.2075 0.027
C -1.6402 -0.4123 -3.7267 0.013
Cl -2.5812 -1.4075 -2.6243 0.006
C -1.5435 -0.8129 -5.0585 -0.001
Cl -2.3608 -2.2116 -5.6325 0.000
C -0.7637 -0.0548 -5.9322 0.007
Cl -0.6168 -0.5159 -7.5773 0.003
C -0.0952 1.0802 -5.4667 0.000
Cl 0.8844 2.0139 -6.5159 0.001
N -4.1361 1.0347 -1.9944 0.002
C -4.0593 1.3537 -0.5238 0.001
P -3.5317 3.1159 -0.5457 0.008
O -4.6584 3.9442 -1.0217 0.003
O -2.2424 3.1122 -1.3318 0.050
C -3.1150 3.6172 1.1825 0.001
N -2.4263 4.9396 0.9578 0.000
H -4.6328 0.1646 -2.1869 0.000
H -3.1893 0.9284 -2.3846 0.002
H -4.6075 1.8057 -2.4812 0.000
H -3.3350 0.6945 -0.0475 0.001
H -5.0472 1.2352 -0.0862 0.000
H -2.4097 2.9282 1.6399 0.000
H -3.9967 3.7814 1.7966 0.000
H -1.7102 4.7974 0.2353 0.000
H -1.9896 5.3086 1.8011 0.000
H -3.0949 5.6231 0.5934 0.000
```

M: 689.60 g/mol
HOMO level (alpha / beta): -10.76 / -10.91 eV
<S²>: 8.754
Gap between HOMO and LUMO (alpha / beta): 8.0 / 8.1 eV
Multiplicity: 6
ΔE to the lowest compared entry with this formula, charge and spin: 51.5 kJ/mol
E: -5284.5713 hartree
Total charge: +1

***

2.
ORCA calculation (the ωB97M-V functional and the def2-TZVPD basis) on a 2-piece molecular cluster, C2H6N4O overall in a non-equilibrium geometry.

The geometry in XYZ format:
```
13
Properties=species:S:1:pos:R:3:mulliken_charge:R:1
C 0.7413 -2.2474 -0.0003 -0.374
C 3.3455 -0.6250 -0.0482 0.462
N 0.9353 -0.8929 0.0027 0.254
N 2.2095 -0.4373 0.2560 -0.469
N -0.5900 -2.5652 -0.0916 -0.223
N 0.0569 1.7095 0.0481 -0.864
O 4.5006 -0.6162 0.0253 -0.415
H 0.3845 -0.0583 -0.0080 0.495
H -0.9314 -3.5018 -0.3451 0.267
H -1.1763 -1.7853 -0.3384 0.192
H -0.2431 2.5818 0.5325 0.253
H 1.0576 1.7063 0.1451 0.211
H -0.1232 1.8997 -0.9237 0.210
```

M: 102.10 g/mol
HOMO level: -8.73 eV
Gap between HOMO and LUMO: 9.3 eV
Multiplicity: 1
ΔE to the lowest compared entry with this formula, charge and spin: 355.3 kJ/mol
E: -373.9751 hartree

***

3.
ORCA calculation (the ωB97M-V functional and the def2-TZVPD basis) on C4H11BF4N2O2Rb as an isolated structure in a non-equilibrium geometry.

The geometry in XYZ format:
```
25
Properties=species:S:1:pos:R:3:mulliken_charge:R:1
Rb -29.4274 6.3712 9.0048 0.907
C -26.0865 7.5499 10.5834 -1.533
C -27.4238 6.7817 10.5654 0.753
C -27.3271 5.6124 11.5258 -1.120
O -28.5716 7.5719 10.7509 -1.002
H -26.0950 8.1703 11.4796 0.341
H -25.8081 8.1704 9.7316 0.297
H -25.2909 6.8567 10.8563 0.364
H -27.5326 6.3763 9.5595 -0.043
H -27.9504 4.8914 10.9969 0.129
H -27.6292 5.8307 12.5502 0.398
H -26.3016 5.2437 11.5472 0.426
B -31.1458 6.8963 7.2768 0.486
F -31.8289 6.3793 6.1530 -0.414
F -31.6310 8.1499 7.4616 -0.381
F -31.3699 6.0248 8.3270 -0.302
F -29.7689 7.0736 6.9155 -0.395
C -30.0173 4.3662 11.0493 0.631
O -29.9759 5.4833 10.6295 -0.613
N -29.0029 3.7873 11.5357 -0.414
N -31.0668 3.5333 11.0666 -0.457
H -29.0438 2.9119 12.0379 0.150
H -28.2202 4.4128 11.6631 0.409
H -31.0788 2.5833 11.4094 0.130
H -31.9444 3.9052 10.7326 0.253
```

M: 291.42 g/mol
HOMO level: -3.47 eV
Gap between HOMO and LUMO: 5.6 eV
Multiplicity: 1
E: -867.3697 hartree
Total charge: -1

***

4.
ORCA calculation (the ωB97M-V functional and the def2-TZVPD basis) on a 2-piece molecular cluster, C9H14O overall in a non-equilibrium geometry.

The geometry in XYZ format:
```
24
Properties=species:S:1:pos:R:3:lowdin_spin:R:1
C 2.9039 0.0467 0.2196 0.000
C 3.2584 1.0163 -0.9599 0.000
H 3.8499 -0.3260 0.5925 0.000
H 2.3726 0.6619 0.9392 0.000
H 2.2445 -0.6985 -0.2311 0.000
H 3.6526 1.9407 -0.5138 0.000
H 2.4493 1.2038 -1.6541 0.000
H 4.1671 0.6689 -1.4505 0.000
C -0.9679 -1.5554 2.1499 0.060
C -2.1185 0.6242 -1.2755 0.194
C -1.6833 1.3104 -0.1132 0.088
C -2.0424 -0.8012 -1.3099 0.094
C -1.2905 0.5937 0.9820 0.067
C -1.5669 -1.5239 -0.2703 0.035
C -1.2701 -0.8194 0.9325 0.247
O -2.5464 1.2029 -2.3510 0.173
H -1.5940 2.3942 -0.1256 0.001
H -2.6105 2.1737 -2.2302 0.000
H -2.4165 -1.2800 -2.2110 0.001
H -0.8650 1.1816 1.7792 -0.001
H -1.4252 -2.5954 -0.2568 -0.002
H -0.9348 -0.9491 3.0486 0.001
H 0.0198 -2.0197 2.1064 0.027
H -1.5862 -2.4505 2.2032 0.013
```

M: 138.21 g/mol
HOMO level (alpha / beta): -13.89 / -14.30 eV
<S²>: 0.766
Gap between HOMO and LUMO (alpha / beta): 10.1 / 6.9 eV
Multiplicity: 2
ΔE to the lowest compared entry with this formula, charge and spin: 39.8 kJ/mol
E: -426.2611 hartree
Total charge: +1

***

5.
ORCA calculation (the ωB97M-V functional and the def2-TZVPD basis) on C5H8O2 as an isolated structure.

The geometry in XYZ format:
```
15
Properties=species:S:1:pos:R:3:mulliken_charge:R:1
C -0.0471 -1.5179 0.9967 -1.490
C 0.0064 -0.1940 0.2801 1.098
C 1.2778 0.6119 0.0807 -0.695
O 0.5176 1.8364 0.2074 -0.310
C -0.6100 1.1618 0.7300 -0.582
C -0.9453 0.1247 -0.8225 -0.222
O -0.5157 0.5722 -2.0512 -0.540
H 0.3385 -1.4316 2.0181 0.344
H -1.0752 -1.8911 1.0578 0.376
H 0.5504 -2.2698 0.4654 0.331
H 1.8012 0.5238 -0.8800 0.275
H 1.9928 0.5244 0.9034 0.307
H -1.5298 1.1324 -0.2050 0.255
H -1.8205 -0.5236 -0.8897 0.498
H 0.0587 1.3404 -1.8912 0.355
```

M: 100.12 g/mol
HOMO level: -8.43 eV
Gap between HOMO and LUMO: 9.2 eV
Multiplicity: 1
ΔE to the lowest compared entry with this formula, charge and spin: 473.2 kJ/mol
E: -345.6247 hartree

***

6.
ORCA calculation (the ωB97M-V functional and the def2-TZVPD basis) on C35H40N4P2Sr as an isolated structure in a non-equilibrium geometry.

The geometry in XYZ format:
```
82
Properties=species:S:1:pos:R:3:mulliken_charge:R:1
Sr 0.1067 1.8107 -3.4213 1.760
C -2.0957 1.9212 -6.7431 -0.234
C -2.1155 0.6225 -6.4405 -0.751
C -1.2050 -0.4328 -7.0027 -0.709
C 0.3241 -0.1019 -6.8400 -1.729
C 0.7165 0.7750 -5.6935 1.980
C 0.6138 2.1624 -5.7241 -0.513
C 0.2479 2.9781 -6.8831 -1.598
C -1.0515 2.5894 -7.6224 -0.864
C 1.9362 0.9491 -0.1711 -1.146
H -2.9424 2.5856 -6.4691 0.632
H -3.0393 0.2103 -6.0125 0.642
H -1.3911 -0.6178 -8.0821 0.408
H -1.4269 -1.3728 -6.4620 0.320
H 0.8220 -1.0781 -6.7136 0.389
H 0.6976 0.3078 -7.7906 0.426
H 1.5674 0.3120 -5.1172 -0.447
H 1.1880 2.8068 -4.9916 0.507
H 1.0965 2.9360 -7.6025 0.296
H 0.1409 4.0099 -6.5142 0.272
H -1.4988 3.5326 -7.9819 0.436
H -0.8126 1.9711 -8.5047 0.293
H 1.2448 1.8444 -0.2514 0.101
H 2.9683 1.3440 -0.0378 0.562
H 1.5725 0.4872 0.7275 -0.153
P 1.8340 -0.3213 -1.5478 1.391
P -1.5216 -1.0966 -1.0236 -0.146
N 2.7245 0.6636 -2.7821 0.292
N 3.0686 -1.7245 -1.3998 0.462
N -2.1168 0.2051 -2.0674 0.578
N -2.8630 -2.0698 -1.0485 0.542
C 0.7573 -1.2460 -2.8536 1.583
C -0.5298 -1.9307 -2.3260 -1.731
C 2.9285 2.0425 -2.5868 -0.280
C 3.8157 2.4934 -3.5279 -0.979
C 4.0669 1.4429 -4.4201 -0.801
C 3.4257 0.3115 -3.9483 -0.633
C 4.1220 -1.5675 -0.5134 -0.585
C 4.8645 -2.7539 -0.4413 -0.620
C 4.2430 -3.6913 -1.3307 -0.542
C 3.1430 -3.0401 -1.9000 -0.483
C -2.8969 1.1838 -1.4698 -0.350
C -3.0961 2.2058 -2.3564 -1.412
C -2.5983 1.8238 -3.6082 1.203
C -2.0722 0.5337 -3.4425 -2.839
C -3.6059 -2.4750 -2.1911 -0.158
C -4.7636 -3.0902 -1.7637 -0.579
C -4.7620 -3.0818 -0.3359 -0.650
C -3.5981 -2.4596 0.0780 -0.480
H 1.3600 -1.9995 -3.4155 0.486
H 0.4781 -0.5990 -3.7485 -2.318
H -1.1857 -2.0966 -3.2056 0.612
H -0.3176 -2.9554 -1.9699 0.489
H 2.5300 2.5428 -1.7040 0.352
H 4.2278 3.4878 -3.5427 0.491
H 4.6593 1.4764 -5.3276 0.465
H 3.4104 -0.7297 -4.2605 0.634
H 4.2758 -0.6165 -0.0070 0.330
H 5.7374 -2.9310 0.1721 0.425
H 4.5602 -4.7101 -1.5258 0.428
H 2.4317 -3.4211 -2.6284 0.397
H -3.0436 1.1137 -0.3693 0.404
H -3.6817 3.1173 -2.1290 0.479
H -2.6290 2.3614 -4.5173 0.667
H -1.7159 -0.2018 -4.1844 0.645
H -3.2414 -2.3265 -3.2125 0.306
H -5.5509 -3.4786 -2.4098 0.423
H -5.5445 -3.4653 0.3111 0.422
H -3.1835 -2.2609 1.0578 0.427
C -1.0683 -0.1266 0.3455 -0.692
C -1.0161 0.3996 1.4819 0.697
C -0.8864 0.5056 2.9065 0.114
C -1.7946 0.9974 3.8659 -0.506
C -1.6587 0.7151 5.2128 -0.456
C -0.5604 -0.0241 5.6701 -0.346
C 0.4070 -0.4173 4.7593 -0.703
C 0.2529 -0.0973 3.4316 -0.402
H -2.6381 1.5573 3.5458 0.445
H -2.3912 1.0337 5.9396 0.385
H -0.4474 -0.2636 6.7247 0.366
H 1.2678 -0.9661 5.0775 0.405
H 0.9769 -0.4132 2.7222 0.465
```

M: 666.30 g/mol
HOMO level (alpha / beta): -4.66 / -4.89 eV
Gap between HOMO and LUMO (alpha / beta): 4.2 / 4.5 eV
Multiplicity: 1
ΔE to the lowest compared entry with this formula, charge and spin: 615.6 kJ/mol
E: -2289.6730 hartree